Below is C20H24N2O5S in the gas phase in a non-equilibrium geometry, with properties calculated with ωB97M-V/def2-TZVPD.

LUMO level	-0.30	eV
structure (SMILES)	CC(C)c1ccc(SCc2noc(C(=O)NC[C@@H]3CCCO3)c2C(=O)O)cc1
relative energy (zero: lowest compared OMol25 entry of this formula, charge and spin)	145.6	kJ/mol
net charge	0
DFT total energy	-1660.4290	Ha
gap between HOMO and LUMO	8.3	eV

Geometry as XYZ:
```
52
C20H24N2O5S, DFT ωB97M-V/def2-TZVPD
C -2.300 -4.049 0.606
H -2.048 -3.713 1.608
H -3.378 -4.185 0.540
H -1.821 -5.012 0.445
C -1.819 -3.052 -0.445
C -2.600 -1.759 -0.450
C -2.715 -1.047 -1.640
C -3.382 0.163 -1.689
C -3.953 0.674 -0.535
C -3.870 -0.030 0.655
C -3.184 -1.231 0.695
H -3.112 -1.754 1.635
H -4.325 0.368 1.549
S -4.729 2.283 -0.588
C -3.441 3.230 0.343
C -2.115 2.725 -0.055
N -1.596 2.986 -1.225
O -0.449 2.289 -1.341
C -0.245 1.568 -0.222
C -1.275 1.808 0.665
C -1.519 1.333 2.059
O -2.398 1.812 2.730
O -0.737 0.379 2.522
H 0.024 0.138 1.922
C 0.950 0.705 -0.169
O 1.196 0.002 0.809
N 1.686 0.704 -1.287
H 1.468 1.387 -1.999
C 2.991 0.094 -1.317
H 3.170 -0.343 -2.301
H 2.994 -0.687 -0.555
C 4.081 1.148 -0.996
H 4.158 1.851 -1.832
C 5.413 0.480 -0.640
H 6.229 1.178 -0.827
H 5.585 -0.427 -1.214
C 5.259 0.219 0.863
H 4.937 -0.804 1.050
C 4.169 1.216 1.301
H 4.541 1.973 1.994
O 3.730 1.903 0.136
H 3.320 0.700 1.764
H 6.191 0.385 1.397
H -3.605 3.099 1.410
H -3.585 4.264 0.038
H -3.458 0.718 -2.612
H -2.273 -1.444 -2.543
C -0.332 -2.742 -0.243
H 0.251 -3.659 -0.272
H 0.030 -2.076 -1.025
H -0.171 -2.260 0.719
H -1.938 -3.512 -1.433
```



Below is C20H24N4O2 as an isolated structure in a non-equilibrium geometry, with properties calculated with ωB97M-V/def2-TZVPD.

LUMO level	-0.86	eV
relative energy (zero: lowest compared OMol25 entry of this formula, charge and spin)	1994.8	kJ/mol
net charge	0
DFT total energy	-1145.3504	Ha
gap between HOMO and LUMO	7.5	eV

Geometry as XYZ:
```
50
C20H24N4O2, DFT ωB97M-V/def2-TZVPD
C 5.872 -2.253 2.714
H 5.964 -2.499 1.569
C 4.521 -1.458 2.898
C 4.885 -0.084 2.186
C 3.732 0.689 2.214
N 2.549 0.240 1.854
C 2.387 -0.941 2.489
C 3.440 -2.200 2.345
H 3.617 -2.421 1.318
H 3.208 -2.998 2.816
H 1.283 -1.604 2.279
H 2.097 -1.074 3.667
C 2.448 0.131 0.245
C 0.859 0.054 0.020
H 0.920 0.051 -1.177
C 0.074 1.169 0.665
N -1.312 0.973 0.061
C -2.248 0.394 0.974
O -2.288 -0.102 2.145
C -3.609 0.245 0.363
C -4.729 -0.418 0.797
O -5.742 -0.262 0.093
C -5.352 0.109 -1.144
N -5.930 0.338 -2.248
C -5.318 0.399 -3.333
C -5.935 0.825 -4.686
C -5.052 1.350 -5.878
C -3.906 1.590 -5.484
C -3.062 1.621 -4.344
C -3.855 1.107 -3.294
N -3.261 0.826 -2.022
C -3.871 0.311 -1.135
H -2.157 1.792 -4.240
H -3.163 2.035 -6.543
H -5.559 1.439 -6.719
H -7.038 0.550 -4.585
H -5.009 -0.818 1.744
H -1.610 1.316 -0.682
H 0.315 2.071 0.433
H 0.057 0.953 1.891
H 0.532 -0.784 0.106
H 2.817 1.358 0.297
H 3.090 -0.558 -0.024
H 3.916 1.813 1.849
H 3.539 0.868 3.564
H 5.028 -0.189 1.049
H 5.759 0.516 2.576
H 4.528 -1.182 3.813
H 5.685 -3.418 3.236
H 6.883 -1.871 3.271
```



Below is C20H24N4O3S in the gas phase in a non-equilibrium geometry, with properties calculated with ωB97M-V/def2-TZVPD.

LUMO level	-0.49	eV
structure (SMILES)	O=S(=O)(Cc1ccccc1)NC[C@H]1CCCN(Cc2ccc3nonc3c2)C1
relative energy (zero: lowest compared OMol25 entry of this formula, charge and spin)	466.6	kJ/mol
net charge	0
DFT total energy	-1619.3631	Ha
gap between HOMO and LUMO	8.0	eV

Geometry as XYZ:
```
52
C20H24N4O3S, DFT ωB97M-V/def2-TZVPD
O 1.829 3.874 -2.076
S 0.928 2.761 -1.983
O -0.290 2.917 -1.242
N 1.776 1.438 -1.420
H 2.756 1.652 -1.329
C 1.220 0.685 -0.317
H 1.347 -0.384 -0.528
C 1.857 1.028 1.034
C 1.369 0.095 2.164
N 0.059 0.367 2.717
C -0.060 1.759 3.107
C 0.237 2.738 1.968
C 1.645 2.494 1.430
H 1.826 3.142 0.569
H 2.372 2.752 2.206
H -0.488 2.627 1.162
H 0.162 3.761 2.339
H -1.063 1.924 3.504
H 0.658 1.925 3.918
C -1.086 -0.136 1.976
C -0.982 -1.622 1.763
C -0.770 -2.444 2.836
C -0.676 -3.825 2.592
N -0.480 -4.857 3.394
O -0.483 -5.936 2.615
N -0.674 -5.660 1.327
C -0.802 -4.348 1.250
C -1.019 -3.477 0.166
C -1.103 -2.147 0.444
H -1.268 -1.448 -0.364
H -1.109 -3.869 -0.834
H -0.667 -2.052 3.834
H -1.253 0.366 1.012
H -1.965 0.061 2.602
H 1.396 -0.942 1.821
H 2.075 0.189 2.997
H 2.936 0.854 0.921
H 0.158 0.919 -0.329
C 0.505 2.201 -3.667
C -0.275 0.950 -3.495
C 0.351 -0.290 -3.542
C -0.368 -1.448 -3.304
C -1.719 -1.379 -3.007
C -2.348 -0.145 -2.949
C -1.630 1.013 -3.191
H -2.117 1.974 -3.136
H -3.400 -0.086 -2.713
H -2.284 -2.281 -2.824
H 0.127 -2.407 -3.349
H 1.405 -0.347 -3.770
H 1.450 2.060 -4.180
H -0.066 3.007 -4.118
```



Below is C20H24N4O4S in the gas phase in a non-equilibrium geometry, with properties calculated with ωB97M-V/def2-TZVPD.

LUMO level	0.50	eV
structure (SMILES)	Cn1c(=O)oc2cc(S(=O)(=O)NCCN3CCN(c4ccccc4)CC3)ccc21
relative energy (zero: lowest compared OMol25 entry of this formula, charge and spin)	245.0	kJ/mol
net charge	0
DFT total energy	-1694.7079	Ha
gap between HOMO and LUMO	8.2	eV

Geometry as XYZ:
```
53
C20H24N4O4S, DFT ωB97M-V/def2-TZVPD
C -8.406 0.699 1.065
N -7.359 -0.013 0.385
C -6.080 0.420 0.131
C -5.410 1.596 0.424
C -4.092 1.689 0.005
C -3.488 0.648 -0.679
C -4.144 -0.535 -0.983
C -5.452 -0.628 -0.563
O -6.336 -1.654 -0.714
C -7.513 -1.284 -0.134
O -8.500 -1.959 -0.088
H -3.644 -1.314 -1.533
S -1.774 0.837 -1.151
O -1.425 -0.232 -2.046
O -1.537 2.185 -1.573
N -1.046 0.683 0.351
H -0.168 1.191 0.347
C -0.810 -0.672 0.805
H -0.655 -0.634 1.887
C 0.410 -1.284 0.096
N 1.494 -0.317 0.109
C 2.236 -0.238 -1.137
C 3.193 0.956 -1.054
N 4.105 0.843 0.063
C 5.314 0.171 -0.069
C 6.252 0.219 0.971
C 7.485 -0.386 0.852
C 7.837 -1.052 -0.310
C 6.930 -1.093 -1.354
C 5.689 -0.497 -1.239
H 5.010 -0.567 -2.075
H 7.185 -1.605 -2.271
H 8.802 -1.526 -0.401
H 8.184 -0.329 1.675
H 6.022 0.758 1.878
C 3.351 0.731 1.293
C 2.395 -0.468 1.236
H 1.807 -0.511 2.155
H 2.991 -1.397 1.157
H 4.018 0.619 2.146
H 2.767 1.649 1.420
H 3.750 1.078 -1.982
H 2.598 1.863 -0.895
H 1.527 -0.087 -1.953
H 2.809 -1.163 -1.325
H 0.128 -1.482 -0.939
H 0.687 -2.235 0.573
H -1.706 -1.257 0.596
H -3.509 2.576 0.190
H -5.893 2.402 0.952
H -8.105 0.931 2.088
H -9.282 0.052 1.079
H -8.642 1.624 0.537
```



Below is an isolated ion of composition C20H25 and charge +1 in a non-equilibrium geometry, with properties calculated with ωB97M-V/def2-TZVPD.

LUMO level	-5.60	eV
relative energy (zero: lowest compared OMol25 entry of this formula, charge and spin)	146.1	kJ/mol
net charge	+1
DFT total energy	-776.7610	Ha
gap between HOMO and LUMO	6.2	eV

Geometry as XYZ:
```
45
C20H25, DFT ωB97M-V/def2-TZVPD
C -4.075 -1.625 -2.536
C -2.725 -1.539 -1.818
C -1.512 -1.242 -2.734
C -0.198 -1.137 -1.966
C 0.505 -2.432 -1.887
C 0.331 0.087 -1.477
H -4.914 -1.739 -1.835
H -4.257 -0.705 -3.110
H -4.109 -2.493 -3.208
H -2.777 -0.747 -1.056
H -2.539 -2.492 -1.301
H -1.451 -2.076 -3.464
H -1.660 -0.324 -3.327
H -0.102 -3.267 -2.290
H 1.417 -2.350 -2.497
H 0.809 -2.670 -0.857
H 1.451 0.010 -1.368
H -0.083 0.907 -2.181
C 0.970 -2.497 4.608
C 0.746 -1.579 3.458
C -0.488 -1.516 2.789
C -0.655 -0.627 1.736
C 0.412 0.105 1.198
C 0.188 0.877 -0.086
C 0.876 2.281 -0.153
C 0.357 3.195 -1.084
C 0.999 4.434 -1.335
C 2.091 4.841 -0.554
C 2.488 4.033 0.515
C 1.817 2.807 0.772
C 1.620 0.034 1.867
C 1.808 -0.824 2.963
H 1.961 -2.296 5.050
H 0.161 -2.380 5.348
H 1.038 -3.571 4.346
H -1.295 -2.189 3.047
H -1.656 -0.503 1.283
H -0.894 1.068 -0.153
H -0.613 2.991 -1.571
H 0.637 5.020 -2.162
H 2.654 5.725 -0.845
H 3.330 4.336 1.143
H 2.039 2.380 1.777
H 2.486 0.614 1.572
H 2.810 -0.925 3.383
```



Below is C20H25AsFO5 as an isolated structure in a non-equilibrium geometry, with properties calculated with ωB97M-V/def2-TZVPD.

LUMO level	2.95	eV
net charge	-1
DFT total energy	-3489.0200	Ha
gap between HOMO and LUMO	8.4	eV

Geometry as XYZ:
```
52
C20H25AsFO5, DFT ωB97M-V/def2-TZVPD
C -3.205 -3.543 -3.759
C -2.350 -4.764 -3.537
O -2.747 -5.858 -3.797
O -1.104 -4.581 -3.098
C -0.922 -3.514 -2.115
C 0.440 -3.658 -1.479
C 0.370 -3.332 0.011
C 1.674 -2.819 0.601
C 2.243 -1.544 -0.012
As 1.100 0.062 -0.258
O 0.135 -0.281 1.274
F -0.071 -0.912 -1.318
O 2.407 1.163 0.702
C 2.273 1.227 2.002
O 2.734 0.405 2.765
C 1.576 2.414 2.588
C 1.914 3.722 2.270
C 1.255 4.785 2.874
C 0.232 4.552 3.790
C -0.110 3.245 4.117
C 0.566 2.185 3.521
C -0.114 1.638 -0.482
C 0.371 2.934 -0.579
C -0.480 4.021 -0.789
C -1.851 3.825 -0.907
C -2.352 2.529 -0.806
C -1.491 1.452 -0.599
H -3.671 -3.267 -2.818
H -3.943 -3.753 -4.516
H -2.573 -2.707 -4.039
H -1.704 -3.621 -1.369
H -1.018 -2.544 -2.590
H 0.718 -4.705 -1.592
H 1.172 -3.053 -2.000
H -0.406 -2.593 0.184
H 0.064 -4.228 0.554
H 2.427 -3.610 0.527
H 1.534 -2.689 1.676
H 2.645 -1.753 -1.002
H 3.094 -1.221 0.580
H 1.869 0.447 -1.554
H 0.518 -0.981 1.811
H 2.701 3.907 1.554
H 1.505 5.809 2.642
H -0.302 5.373 4.244
H -0.892 3.030 4.828
H 0.290 1.179 3.787
H 1.430 3.129 -0.508
H -0.074 5.020 -0.870
H -2.538 4.642 -1.072
H -3.417 2.372 -0.903
H -1.921 0.465 -0.536
```



no.,E_HOMO (Ha)
1,-0.3152
2,-0.3067
3,-0.3125
4,-0.2826
5,-0.4350
6,-0.1995